The following is a quantum chemistry calculation of C24H28AuClN2O5P as an isolated structure, from the OMol25 dataset.

XYZ file:
```
62
Properties=species:S:1:pos:R:3:forces:R:3
Au -0.52736 -0.21833 -0.04279 -0.076 -0.376 -0.322
Cl 4.90496 -3.56890 3.87238 -0.044 0.014 -0.004
C 3.41852 -2.78160 3.37177 0.052 0.049 -0.061
C 2.19932 -3.14544 3.97038 -0.062 -0.008 0.036
C 1.04530 -2.51795 3.60859 -0.009 -0.055 0.011
C 0.98166 -1.48660 2.59467 -0.063 -0.007 0.059
O -0.09483 -0.89103 2.36468 0.097 -0.043 0.082
C 2.25061 -1.19146 1.96258 0.087 0.290 -0.106
C 2.46740 -0.20294 0.93698 -0.023 -0.273 0.072
N 1.68707 0.17059 -0.02061 -0.427 0.333 0.102
C 2.19936 1.11275 -0.94620 -0.082 -0.131 0.067
C 3.52798 1.17904 -1.28899 0.070 0.012 -0.068
C 4.01796 2.16726 -2.16870 -0.012 -0.049 0.043
C 3.17756 3.08745 -2.72013 -0.033 0.012 -0.002
C 1.79156 3.01892 -2.44290 0.047 0.073 -0.090
C 0.85520 3.92136 -3.00428 0.034 0.004 0.002
C -0.47062 3.77081 -2.73877 -0.038 -0.064 0.016
C -0.88792 2.69122 -1.92063 0.012 0.001 -0.168
N -0.03759 1.86648 -1.37030 0.081 0.312 0.095
C 1.28967 2.01679 -1.58880 -0.045 -0.056 0.053
C 3.43558 -1.81015 2.41402 0.057 -0.039 0.120
H 2.18957 -3.91765 4.73034 0.007 0.002 0.001
H 0.10503 -2.77608 4.07972 0.000 -0.006 -0.006
H 3.46025 0.25580 0.98017 0.037 -0.097 -0.073
H 4.22092 0.45248 -0.88736 0.012 -0.004 -0.015
H 5.07548 2.18600 -2.40056 0.002 -0.007 0.005
H 3.54779 3.85809 -3.38578 -0.004 0.004 0.001
H 1.21311 4.71738 -3.64799 0.008 -0.006 0.000
H -1.21075 4.44020 -3.15646 -0.005 -0.004 -0.005
H -1.93954 2.47052 -1.75130 -0.002 0.043 0.095
H 4.38194 -1.52348 1.96758 -0.003 0.005 -0.002
C -6.31186 0.77171 -2.15792 -0.018 0.024 -0.008
C -5.93597 -0.70543 -2.15064 0.092 -0.014 0.029
C -5.93949 -1.25180 -3.57165 -0.032 -0.016 -0.030
C -6.89316 -1.49902 -1.26892 -0.025 -0.019 0.008
O -4.59710 -0.94962 -1.67467 -0.004 -0.042 -0.002
P -3.75889 -0.04677 -0.64782 -0.079 0.372 0.062
O -3.54441 1.32989 -1.16677 -0.020 -0.084 0.010
O -2.56939 -0.88371 -0.25560 0.366 -0.134 -0.037
O -4.79299 -0.02946 0.59938 -0.004 -0.026 -0.032
C -4.40921 0.31021 1.95110 0.036 0.019 -0.020
C -3.43601 1.48419 1.98059 -0.002 0.017 0.010
C -5.71970 0.69866 2.62146 -0.021 0.005 0.020
C -3.80051 -0.91504 2.62010 -0.009 -0.025 0.027
H -7.31707 0.87219 -2.57556 0.007 0.000 -0.008
H -5.60917 1.34786 -2.75726 0.005 -0.005 -0.001
H -6.30676 1.18706 -1.15123 -0.002 -0.020 0.012
H -6.94241 -1.19519 -4.00075 0.004 0.003 -0.004
H -5.61341 -2.29247 -3.57133 -0.004 -0.002 0.008
H -5.25476 -0.67616 -4.19523 0.007 0.003 0.006
H -7.91597 -1.40616 -1.64232 -0.001 -0.004 0.003
H -6.85067 -1.13067 -0.24517 0.006 0.011 0.000
H -6.61187 -2.55325 -1.26930 0.002 0.002 -0.006
H -3.81604 2.31058 1.37966 -0.010 0.002 0.008
H -2.45727 1.19824 1.59245 -0.006 -0.011 0.007
H -3.30722 1.81458 3.01371 0.020 -0.005 -0.004
H -6.14724 1.57764 2.13586 0.005 0.004 -0.004
H -5.55535 0.92386 3.67702 0.003 -0.001 -0.003
H -6.43554 -0.12186 2.54657 0.003 -0.005 -0.001
H -2.89805 -1.23019 2.09921 0.006 0.027 0.028
H -4.51956 -1.73724 2.61551 -0.008 -0.003 -0.010
H -3.54063 -0.68179 3.65541 0.004 -0.003 -0.005
```
Forces are in eV/Å.

Total charge   -1
Kohn-Sham gap   6.35 eV

***

The following is a quantum chemistry calculation of C24H28BN11S2Ti as an isolated structure, from the OMol25 dataset.

XYZ file:
```
67
Properties=species:S:1:pos:R:3:forces:R:3
Ti 0.02728 -0.18626 -0.16511 0.446 -0.110 -0.808
C -1.69237 2.62536 -1.73214 0.033 0.053 0.029
C -0.76840 2.90608 -0.59392 0.005 -0.308 -0.050
C -0.56859 4.10534 0.08321 0.020 0.143 0.049
C 0.40135 3.83377 1.02770 -0.080 0.040 0.017
N 0.76592 2.55284 0.90809 0.060 -0.168 -0.105
N 0.03878 1.96403 -0.07717 -0.147 0.103 0.134
B 1.70363 1.66629 1.78231 -0.077 0.078 0.096
N 0.77053 0.72227 2.59970 0.100 -0.129 -0.026
C 0.41371 0.78206 3.88332 -0.089 -0.129 0.139
C -0.44436 -0.27101 4.15342 0.047 0.019 0.015
C -0.57517 -0.95504 2.94755 0.083 0.005 0.009
C -1.35037 -2.19644 2.65757 -0.026 0.035 -0.002
N 0.14996 -0.34297 2.00322 0.047 0.379 -0.063
N 2.61936 0.79274 0.88689 -0.058 -0.069 0.060
C 3.95714 0.86181 0.79339 0.026 -0.073 0.058
C 4.39605 -0.18544 0.01702 0.065 -0.006 0.006
C 3.24286 -0.88304 -0.34774 -0.003 -0.139 -0.005
C 3.13648 -2.11517 -1.17659 0.005 0.009 -0.008
N 2.17624 -0.28729 0.17975 -0.413 0.371 0.191
N 2.55337 2.55203 2.65604 0.082 -0.083 -0.099
C 3.27912 3.63053 2.24388 -0.041 -0.018 0.074
C 4.22857 3.88445 3.19350 -0.001 0.019 0.016
C 4.03716 2.87962 4.17171 0.048 -0.031 0.098
C 4.80362 2.66715 5.43849 -0.012 0.012 -0.036
N 3.04874 2.07341 3.83320 -0.016 0.116 -0.074
H -2.54997 3.29502 -1.69123 -0.006 -0.012 -0.002
H -1.18402 2.77988 -2.68431 0.002 -0.006 -0.006
H -2.04322 1.59510 -1.71783 -0.037 -0.008 -0.017
H -1.05866 5.04665 -0.09848 0.011 -0.024 0.002
H 0.83784 4.46498 1.78258 0.006 0.002 -0.022
H 0.82525 1.53706 4.53046 0.012 -0.025 -0.022
H -0.87537 -0.53387 5.10415 0.000 0.015 -0.012
H -1.17003 -2.94625 3.42636 0.006 0.016 0.017
H -2.42296 -1.99270 2.64070 0.000 -0.025 -0.001
H -1.05959 -2.62998 1.70076 0.008 -0.009 -0.014
H 4.51160 1.63177 1.30459 -0.019 -0.016 0.004
H 5.41293 -0.42994 -0.23671 -0.015 0.011 -0.008
H 3.85200 -2.86176 -0.83310 0.015 0.011 -0.008
H 2.14015 -2.55261 -1.12229 -0.015 0.008 0.007
H 3.35469 -1.89136 -2.22108 -0.009 -0.015 -0.009
H 3.08228 4.11927 1.30370 0.001 0.002 0.007
H 4.95105 4.68363 3.20034 -0.010 -0.032 -0.002
H 5.38902 3.55047 5.68710 -0.006 -0.003 0.003
H 4.12976 2.45211 6.26634 -0.003 -0.001 -0.009
H 5.48811 1.82401 5.33974 0.005 0.006 -0.008
C 0.89778 -3.55552 -4.75536 -0.020 0.042 0.066
S 1.37474 -1.83572 -4.49922 0.097 -0.026 -0.099
C 0.51961 -1.42631 -3.06014 -0.271 -0.371 -0.072
S 0.71233 0.20327 -2.51559 0.015 0.226 0.169
N -0.25254 -2.31483 -2.48773 0.150 0.188 -0.145
N -0.89868 -1.72096 -1.42944 0.028 -0.278 0.307
C -2.08246 -2.11853 -1.16453 -0.012 0.132 0.173
C -2.82554 -1.32323 -0.17981 -0.164 -0.109 -0.062
C -4.12169 -1.61886 0.19774 -0.053 -0.135 -0.073
C -4.76677 -0.77565 1.09106 0.047 0.080 0.046
C -4.08780 0.33008 1.57840 -0.138 -0.053 0.006
C -2.79140 0.55492 1.14957 0.150 0.075 -0.058
N -2.17517 -0.24473 0.28022 0.091 0.159 0.228
H 1.41566 -3.87714 -5.65675 0.002 0.020 0.007
H 1.20940 -4.16444 -3.91104 -0.009 -0.020 -0.011
H -0.17688 -3.63300 -4.89571 0.007 -0.012 0.001
H -2.54715 -2.94524 -1.69339 0.033 0.066 -0.105
H -4.60893 -2.49638 -0.20647 -0.023 0.026 0.021
H -5.78225 -0.97794 1.40439 0.009 -0.016 -0.015
H -4.55021 1.01414 2.27540 0.007 -0.006 -0.003
H -2.21920 1.40396 1.50535 0.004 -0.003 0.005
```
Forces are in eV/Å.

ΔE to the lowest compared entry with this formula, charge and spin   0.00 kcal per mole
⟨S²⟩   0.754
Total charge   +1
Kohn-Sham gap (alpha / beta)   6.97 / 7.10 eV
2S+1   2

***

The following is a quantum chemistry calculation of C24H28BrNO4 in the gas phase, from the OMol25 dataset.

XYZ file:
```
58
Properties=species:S:1:pos:R:3:forces:R:3
C -3.34507 2.14972 0.78166 0.410 -0.085 0.122
C -1.95173 2.10594 1.38607 -0.108 0.290 0.058
H -2.00499 2.10275 2.48602 0.038 0.017 -0.093
H -1.38086 2.99338 1.07392 -0.051 -0.066 0.055
O -1.31555 0.92869 0.93897 0.117 -0.412 -0.007
C -0.06041 0.64857 1.50941 -0.057 0.795 0.345
C 1.07345 1.41722 0.80779 -0.054 -0.175 0.129
C 2.40341 1.33831 1.56872 -0.175 -0.198 -0.115
C 3.03067 -0.04800 1.70901 0.410 0.357 0.204
C 4.43998 0.06113 2.29809 -0.411 -0.420 0.107
O 5.32249 0.77550 1.46656 0.293 0.233 -0.391
H 5.39194 0.31325 0.62333 0.026 0.026 0.080
H 4.83237 -0.94597 2.49906 -0.042 0.116 0.071
H 4.41581 0.61616 3.23882 -0.017 -0.089 0.014
H 2.42626 -0.67913 2.36078 -0.015 -0.103 -0.035
H 3.09517 -0.53362 0.73227 0.024 -0.095 0.037
H 2.24881 1.75152 2.56937 0.039 0.074 0.049
H 3.12406 1.98436 1.06034 -0.045 0.047 0.055
H 0.77407 2.47135 0.81595 -0.016 -0.114 -0.002
C 1.16948 0.95302 -0.66230 -0.184 0.100 0.279
C 0.96772 -0.52507 -0.75283 -0.083 -0.134 0.291
C 0.47135 -1.25226 0.24649 0.311 0.450 -0.428
O 0.09979 -0.74006 1.46789 0.092 -0.368 -0.254
C 0.34976 -2.73673 0.13313 -0.138 -0.019 0.033
O 0.76748 -3.34642 -0.83402 0.116 -0.013 -0.129
N -0.25837 -3.31502 1.18676 -0.192 0.044 0.319
H -0.52578 -2.72337 1.95865 0.037 0.020 -0.083
C -0.33741 -4.74599 1.35546 0.008 -0.162 -0.224
C 0.51222 -5.22128 2.50687 -0.050 -0.003 0.053
C 0.02820 -6.15335 3.41398 0.010 0.049 -0.114
C 0.81865 -6.58583 4.46491 0.032 -0.073 0.090
C 2.09842 -6.08340 4.62393 0.013 -0.065 0.088
C 2.58756 -5.15119 3.72387 0.071 0.035 -0.025
C 1.79997 -4.72458 2.67045 -0.027 -0.026 -0.013
H 2.18391 -4.00404 1.96236 0.047 0.083 -0.057
H 3.58696 -4.75849 3.84191 0.083 0.027 0.006
H 2.71383 -6.41801 5.44576 0.045 -0.024 0.070
H 0.43258 -7.31406 5.16295 -0.031 -0.052 0.062
H -0.97140 -6.54674 3.29455 -0.116 -0.018 -0.011
H 0.02260 -5.18173 0.41663 -0.157 0.027 0.135
H -1.38017 -5.04477 1.50542 0.128 -0.029 -0.052
H 1.22975 -1.02852 -1.66962 -0.021 -0.208 -0.037
C 0.17823 1.71557 -1.51744 0.032 0.003 -0.211
C -0.97595 1.12150 -2.00947 0.123 0.129 -0.077
C -1.88989 1.85474 -2.74499 -0.067 0.104 -0.119
C -1.64407 3.19415 -2.98798 -0.167 0.120 -0.113
C -0.49516 3.80641 -2.51866 -0.114 0.106 -0.070
C 0.41011 3.06011 -1.78790 -0.064 -0.159 -0.008
H 1.30984 3.53500 -1.42251 0.120 0.047 0.055
H -0.31149 4.85037 -2.72160 0.001 0.069 -0.028
Br -2.91125 4.21772 -3.98100 0.153 -0.128 0.115
H -2.78762 1.38911 -3.12242 -0.069 -0.018 -0.030
H -1.17223 0.08103 -1.80478 -0.040 -0.090 0.036
H 2.17455 1.19567 -1.02997 -0.030 -0.035 0.047
H -0.07472 0.90294 2.58514 -0.010 -0.054 -0.228
H -3.86434 3.04334 1.11556 -0.090 0.093 0.010
H -3.27306 2.15956 -0.30199 -0.036 0.048 -0.106
H -3.90778 1.27142 1.08410 -0.102 -0.076 0.046
```
Forces are in eV/Å.

ΔE to the lowest compared entry with this formula, charge and spin   2.72 kcal per mole
SMILES string   CCO[C@H]1OC(C(=O)NCc2ccccc2)=C[C@@H](c2ccc(Br)cc2)[C@@H]1CCCO
Total charge   0
Kohn-Sham gap   9.45 eV